DFT (ωB97M-V/def2-TZVPD) results for C24H21Cl5EuN2O3SeSi as an isolated structure at a distorted geometry.

## Properties
Charge: -1
M (g/mol): 821.72
2S+1: 7
HOMO-LUMO gap (alpha / beta) (eV): 7.57 / 7.75

XYZ file:
```
58
Properties=species:S:1:pos:R:3:nbo_charge:R:1
Eu -17.1808 0.8577 -8.9795 1.82
Se -18.6213 -1.2773 -10.2274 -0.82
Cl -11.4882 -0.8261 -5.3745 0.02
Cl -16.6815 -1.5662 -6.7091 0.01
Cl -11.0473 0.8182 -8.0194 0.03
Cl -14.3798 -1.9003 -4.6930 0.04
Cl -13.4761 1.4379 -9.8983 -0.01
Si -17.3727 -1.3939 -12.0931 1.43
O -17.8308 2.9117 -13.2447 -0.52
O -17.4605 2.3394 -10.5383 -0.82
O -17.8615 1.6584 -6.9770 -0.81
N -16.2511 3.0566 -8.1962 -0.36
N -16.0275 3.0432 -6.8254 -0.42
C -12.6193 0.2332 -7.6270 -0.14
C -15.9875 4.2004 -10.3255 -0.19
C -15.3663 1.6266 -2.8283 -0.25
C -17.5053 0.5983 -2.8831 -0.23
C -15.7985 4.0272 -8.9041 0.14
C -16.1072 0.0030 -12.3917 -1.13
C -14.9792 -0.0505 -8.1749 -0.55
C -19.1015 2.4641 -12.7604 -0.25
C -16.3596 0.9074 -2.1776 -0.21
C -15.1030 -0.8245 -7.0473 0.06
C -16.3662 -2.9989 -11.9638 -1.12
C -15.2542 5.1923 -10.9718 -0.18
C -17.6771 1.0287 -4.1943 -0.17
C -17.0833 3.6970 -12.4110 0.22
C -18.5414 -1.3773 -13.5827 -1.12
C -14.0871 -1.0675 -6.1632 -0.15
C -12.8069 -0.5327 -6.4673 -0.07
C -16.3344 4.6766 -13.0238 -0.23
C -13.7213 0.4651 -8.4495 0.07
C -16.7113 1.7884 -4.8601 -0.13
C -16.9006 2.2033 -6.2936 0.56
C -16.8898 3.3836 -11.0492 0.34
C -15.3863 5.4175 -12.3224 -0.26
C -15.5394 2.0542 -4.1376 -0.12
H -16.4785 4.8156 -14.0906 0.21
H -14.7395 2.6188 -4.6250 0.22
H -18.5895 0.7659 -4.7238 0.23
H -17.9969 -1.4530 -14.5351 0.22
H -16.2223 0.5829 -1.1572 0.20
H -15.6177 -3.0946 -12.7654 0.22
H -19.5583 3.2427 -12.1700 0.17
H -18.2652 -0.0252 -2.4498 0.21
H -19.0222 1.5496 -12.1721 0.21
H -15.2635 4.8025 -8.3756 0.17
H -16.5659 0.9727 -12.6071 0.25
H -15.4818 -0.2922 -13.2387 0.23
H -15.8722 -2.9912 -11.0063 0.24
H -17.0368 -3.8653 -11.9915 0.23
H -14.5387 5.7452 -10.3963 0.20
H -19.1116 -0.4490 -13.6164 0.24
H -19.2865 -2.1858 -13.5469 0.23
H -19.7178 2.2901 -13.6613 0.18
H -14.4461 1.8292 -2.3215 0.21
H -14.7576 6.1329 -12.8478 0.21
H -15.4529 0.1286 -11.5325 0.23
```

***

DFT (ωB97M-V/def2-TZVPD) results for a 2-piece molecular cluster, C5H12O overall.

## Properties
Relative energy (zero: lowest compared OMol25 entry of this formula, charge and spin) (kcal/mol): 97.1
Charge: 0
M (g/mol): 88.15
HOMO-LUMO gap (alpha / beta) (eV): 8.14 / 8.18

XYZ file:
```
18
Properties=species:S:1:pos:R:3:nbo_charge:R:1
O -0.5162 -0.0156 -1.1920 -0.34
C -2.5662 0.1239 0.0861 -0.70
C -1.7430 0.4440 -1.1058 0.04
C 2.6141 -0.3911 0.5680 -0.60
C 0.2277 -0.4279 -0.2065 0.06
C 1.6281 -0.8467 -0.5133 -0.47
H -2.6085 -0.9675 0.2598 0.21
H 2.6577 0.7020 0.6200 0.21
H 1.9127 -0.4271 -1.4854 0.22
H -0.2478 -0.6459 0.7449 0.17
H 1.6944 -1.9423 -0.6135 0.20
H 3.6216 -0.7710 0.3660 0.21
H -3.5860 0.4907 -0.0559 0.23
H 2.3113 -0.7609 1.5550 0.20
H -0.0804 1.7725 0.3093 -0.03
H -2.1585 0.6940 -2.0727 0.18
H -2.1681 0.5707 1.0100 0.22
H -0.6815 2.0316 -0.0897 -0.01
```

***

DFT (ωB97M-V/def2-TZVPD) results for a 2-piece molecular cluster, C5H13NO overall at a distorted geometry.

## Properties
Relative energy (zero: lowest compared OMol25 entry of this formula, charge and spin) (kcal/mol): 104.9
Charge: 0
M (g/mol): 103.16
SMILES string: C=C(C)ON.CC
HOMO-LUMO gap (eV): 9.56

XYZ file:
```
20
Properties=species:S:1:pos:R:3:nbo_charge:R:1
O -0.1613 -1.0190 -0.8042 -0.43
N -0.5086 -2.4178 -0.7726 -0.51
C 2.4135 1.3426 0.4942 -0.62
C -1.1309 -0.1503 -0.1802 0.26
C -1.5019 0.9581 -1.1382 -0.66
C -2.1144 -0.6219 0.6445 -0.44
C 1.5979 0.3415 1.2622 -0.57
H 1.9770 2.3417 0.5690 0.20
H 0.3562 0.3221 0.8285 0.20
H 1.5577 0.5417 2.3323 0.20
H 1.9835 -0.6711 1.1465 0.20
H -2.1324 0.5866 -1.9495 0.22
H -1.9803 -1.5080 1.2537 0.22
H 0.3772 -2.9190 -0.8098 0.35
H -0.5992 1.4078 -1.5613 0.22
H -2.0496 1.7518 -0.6218 0.22
H -3.0905 -0.1534 0.6993 0.20
H -0.9078 -2.5782 -1.6977 0.34
H 3.4440 1.3780 0.8683 0.20
H 2.4697 1.0669 -0.5632 0.20
```

***

DFT (ωB97M-V/def2-TZVPD) results for C38H56N4P2STi as an isolated structure.

## Properties
Relative energy (zero: lowest compared OMol25 entry of this formula, charge and spin) (kcal/mol): 0.0
Charge: 0
M (g/mol): 710.78
2S+1: 3
HOMO-LUMO gap (alpha / beta) (eV): 6.03 / 7.00

XYZ file:
```
102
Properties=species:S:1:pos:R:3:lowdin_spin:R:1
Ti -0.4578 -0.0968 -0.1591 1.63
S -2.8716 2.9779 -2.6695 0.02
P 0.9378 0.3350 3.0881 0.00
P -1.8419 -2.2266 0.0128 0.06
N 1.0193 1.7043 -0.2277 0.02
N -1.9871 1.2111 0.8225 0.02
N 0.9307 -0.9494 -1.8945 0.01
N 0.9056 -1.6232 0.9098 0.01
C -1.4818 0.9385 -3.3293 0.00
C 4.5562 -0.9509 0.5449 0.00
C 3.3174 -1.5523 0.3906 0.00
C -2.5586 2.1121 -0.0210 0.04
C 1.6033 2.0868 -1.5264 0.00
C -1.4892 0.8746 -1.8911 0.00
C 4.7474 0.1004 1.4331 0.00
C -2.8521 -2.8427 -1.4028 0.01
C -0.5494 -3.4670 0.2877 0.01
C 1.7688 -0.1349 -2.7914 0.00
C 1.6542 -3.9731 1.0884 0.00
C 0.3610 2.3070 4.9297 0.00
C -0.7636 -4.8351 0.1151 0.00
C -3.1990 2.1875 2.6507 0.00
C -2.0359 -2.7931 -2.6925 0.00
C 2.1961 -1.1356 1.1251 0.00
C -2.2389 1.9305 -1.4210 0.03
C 0.1956 -5.7892 0.4040 0.00
C -2.1626 1.9872 -3.8687 -0.01
C 1.3837 -2.2392 4.1343 0.00
C 1.3219 3.0906 2.7654 0.00
C -2.9915 -2.4404 1.4606 0.01
C 2.3986 -0.0948 2.0667 0.00
C -3.8818 -3.6782 1.4297 0.00
C 2.5043 0.9894 -2.0775 0.00
C 0.7020 -2.9821 0.7502 0.00
C 2.4510 -0.3941 5.4208 0.00
C 1.3706 1.9885 3.8225 0.00
C -2.3371 1.2539 2.1207 0.02
C -4.0958 -1.9594 -1.5306 0.00
C 1.2486 -0.7808 4.5657 0.00
C -0.0442 -7.2573 0.1710 0.00
C 6.0947 0.7502 1.6082 0.00
C -3.7394 3.1462 1.7962 0.03
C -3.4224 3.1020 0.4596 0.00
C -2.1659 -2.4229 2.7461 0.00
C 3.6487 0.5051 2.1859 0.00
C 1.4036 -5.3187 0.9196 0.00
H -1.6507 -3.3788 2.8652 0.00
H 1.7761 1.5611 0.4375 0.00
H -2.6054 -3.2173 -3.5224 0.00
H 2.1845 3.0100 -1.4279 0.00
H -1.1004 -3.3519 -2.6017 0.00
H -4.5524 -3.6967 0.5701 0.00
H 3.1207 0.5836 -1.2690 0.00
H -1.7243 -5.1693 -0.2658 0.00
H -3.8006 -0.9171 -1.6797 0.00
H -3.4382 2.1670 3.7048 0.00
H -2.8084 -2.2744 3.6177 0.00
H -3.2782 -4.5879 1.4190 0.00
H 2.1731 -6.0312 1.2002 0.00
H -0.9999 0.2124 -3.9742 0.00
H -3.8506 3.8135 -0.2341 0.00
H -2.2875 2.2334 -4.9124 0.00
H 2.3720 1.9666 4.2586 0.00
H 6.5397 0.4807 2.5687 0.00
H 2.4971 -0.7622 -3.3170 0.00
H 0.3739 1.5720 5.7338 0.00
H 2.3156 -2.3859 3.5859 0.00
H 3.1930 1.4377 -2.7983 0.00
H 0.4410 -7.6014 -0.7458 0.00
H 0.3377 -0.6880 5.1673 0.00
H 1.1201 0.3062 -3.5475 0.00
H 2.5940 -1.1424 6.2049 0.00
H 6.7836 0.4363 0.8244 0.00
H -1.1095 -7.4711 0.0794 0.00
H 6.0220 1.8386 1.5767 0.00
H -4.5000 -3.7068 2.3310 0.00
H 2.6032 -3.6722 1.5086 0.00
H -3.1530 -3.8768 -1.2127 0.00
H 0.3385 3.1150 2.2845 0.00
H -1.8177 -1.7528 -2.9405 0.00
H -0.6518 2.3457 4.5204 0.00
H 1.4128 -2.8849 5.0155 0.00
H 0.3010 -1.5217 -2.4458 0.00
H 2.3354 0.5729 5.9091 0.00
H -3.6193 -1.5427 1.4330 0.00
H 0.7820 2.2839 -2.2179 0.00
H 0.3500 -7.8574 0.9927 0.00
H 1.5121 -1.5920 -1.3661 0.00
H -1.8875 0.5068 2.7533 0.00
H -4.7303 -2.0082 -0.6439 0.00
H -4.4137 3.9049 2.1726 0.00
H 0.5699 -2.5660 3.4945 0.00
H 5.3920 -1.2988 -0.0531 0.00
H -4.6951 -2.2707 -2.3892 0.00
H 1.4864 4.0660 3.2297 0.00
H 3.7855 1.3121 2.8988 0.00
H 0.5789 3.2839 5.3673 0.00
H 3.2131 -2.3623 -0.3223 0.00
H 0.4626 2.4799 0.1219 0.00
H 3.3627 -0.3703 4.8193 0.00
H -1.4042 -1.6407 2.7339 0.00
H 2.0863 2.9602 1.9978 0.00
```

***

DFT (ωB97M-V/def2-TZVPD) results for an isolated ion of composition C3H5N2O and charge -1 at a distorted geometry.

## Properties
Relative energy (zero: lowest compared OMol25 entry of this formula, charge and spin) (kcal/mol): 67.8
Charge: -1
M (g/mol): 85.09
HOMO-LUMO gap (alpha / beta) (eV): 6.14 / 6.14

XYZ file:
```
11
Properties=species:S:1:pos:R:3:nbo_charge:R:1
O 1.8987 -1.0837 -0.3052 -0.70
N 1.0892 -0.0968 -0.0677 -0.02
N -1.7716 -0.9212 -0.7004 -0.82
C 0.0360 -0.2006 0.9035 -0.34
C 0.6744 0.7964 -1.0014 -0.24
C -1.0529 -0.0212 -0.1982 0.14
H 1.1226 0.7021 -1.9849 0.18
H 0.0442 0.6250 1.6298 0.16
H 0.4731 1.8088 -0.6748 0.17
H 0.0609 -1.1674 1.4392 0.17
H -1.7427 -1.8752 -0.3100 0.29
```

***

DFT (ωB97M-V/def2-TZVPD) results for C8H11KN3O8S2 as an isolated structure at a distorted geometry.

## Properties
Charge: -2
M (g/mol): 380.42
2S+1: 2
HOMO-LUMO gap (alpha / beta) (eV): 3.37 / 3.36

XYZ file:
```
33
Properties=species:S:1:pos:R:3:nbo_charge:R:1
K -0.4984 0.2772 -0.7595 0.94
S -0.2169 -2.9604 -3.0034 2.63
S -3.1818 1.9267 -2.8757 2.55
O -4.6258 2.1284 -2.9282 -0.95
O -0.5796 -4.2657 -2.4640 -1.11
O -0.8749 -1.9194 -2.2126 -1.17
O -2.4740 3.1187 -2.3734 -1.05
O -2.7868 0.7376 -2.1705 -0.83
O -0.7860 -2.8330 -4.3291 -1.13
O 1.1928 -2.6791 -3.1367 -1.13
O -2.7886 1.6111 -4.2179 -0.70
N -0.0243 1.6979 1.4855 -0.34
N 2.2615 -1.2912 -1.1407 -0.48
N -1.9857 -1.3437 1.2051 -0.27
C 1.9546 3.0611 2.6423 -0.72
C 2.6834 0.6778 -0.0747 -0.36
C 2.6507 -0.3422 0.8656 -0.36
C -2.4332 -1.1774 2.2559 0.26
C 0.8476 2.3170 1.9817 0.31
C 2.4180 -1.5610 0.2179 -0.07
C 2.4104 0.0755 -1.2896 -0.09
C -3.0489 -1.1089 3.6225 -0.70
H 2.8288 -0.1898 1.9198 0.19
H -4.0792 -0.7713 3.7353 0.25
H -2.4015 -0.4736 4.2269 0.24
H 2.8969 2.6216 2.3155 0.26
H -2.9635 -2.1145 4.0344 0.24
H 2.8497 1.7390 0.0377 0.20
H 1.9445 3.0130 3.7312 0.24
H 2.3770 0.4996 -2.2823 0.22
H 1.8693 4.1218 2.4063 0.25
H 2.4751 -2.6169 0.4376 0.22
H 2.0888 -1.9759 -1.8628 0.49
```

***

DFT (ωB97M-V/def2-TZVPD) results for C26H24NO9PSe2V as an isolated structure at a distorted geometry.

## Properties
Relative energy (zero: lowest compared OMol25 entry of this formula, charge and spin) (kcal/mol): 20.8
Charge: -1
M (g/mol): 734.31
2S+1: 3
HOMO-LUMO gap (alpha / beta) (eV): 7.22 / 7.65

XYZ file:
```
64
Properties=species:S:1:pos:R:3:nbo_charge:R:1
Se 0.1145 -0.1937 -1.3656 -0.29
Se 3.6313 -0.4253 0.0390 -0.60
V -0.5166 -0.6589 0.8887 1.28
P 2.1929 -0.9769 -1.4538 0.96
O -2.0543 -1.6521 0.6216 -0.72
O -3.8663 -2.4449 1.6750 -0.62
O 0.7591 -2.0037 0.9914 -0.75
O -1.3338 1.0431 1.1273 -0.78
O -4.2856 6.5150 1.8160 -0.49
O 1.1329 0.5501 1.8879 -0.75
O -5.6448 5.0065 0.7229 -0.50
O -2.2044 1.2540 -0.9336 -0.62
O 1.1992 -3.9668 1.9769 -0.63
N -0.8507 -1.1386 2.9079 -0.46
C -5.6196 6.2453 1.4106 0.24
C -1.9969 1.6564 0.2004 0.78
C 1.2247 0.1010 3.2317 -0.07
C 2.4711 -5.4550 -2.4728 -0.21
C 2.2446 -2.7827 -1.7558 -0.28
C 3.2329 -3.5720 -1.1853 -0.21
C -1.7477 3.8907 1.2996 -0.19
C 2.3413 0.3532 -5.3415 -0.21
C -2.2326 5.1285 1.7287 -0.26
C -2.3158 -1.1220 2.9412 -0.34
C -0.1934 -0.1292 3.7451 -0.23
C -2.5650 2.9861 0.6386 -0.12
C 1.4588 -4.6745 -3.0142 -0.22
C 2.8087 -0.3417 -3.0778 -0.26
C -2.8267 -1.8187 1.6503 0.78
C 4.1212 0.0851 -3.2333 -0.22
C 3.6423 0.8174 -5.4756 -0.22
C 0.6553 -2.8833 1.9318 0.79
C 3.3439 -4.9078 -1.5452 -0.20
C 1.9257 -0.2191 -4.1500 -0.22
C 4.5342 0.6648 -4.4253 -0.22
C -3.9083 3.2765 0.3851 -0.24
C -4.3747 4.4860 0.8312 0.28
C -0.2926 -2.4850 3.0958 -0.36
C -3.5569 5.3934 1.4857 0.21
C 1.3375 -3.3435 -2.6506 -0.21
H 1.9722 0.3258 1.4077 0.53
H 2.5754 -6.4910 -2.7718 0.20
H 0.7602 -5.1059 -3.7208 0.21
H 3.9072 -3.1405 -0.4580 0.24
H -5.9724 7.0419 0.7492 0.15
H -0.1687 -0.4301 4.8002 0.19
H 4.8192 -0.0197 -2.4135 0.24
H -1.0871 -3.2321 3.1028 0.24
H 0.5340 -2.7338 -3.0458 0.23
H -0.7487 0.8039 3.6450 0.23
H 0.9023 -0.5497 -4.0330 0.23
H 3.9535 1.3062 -6.3908 0.20
H 1.7221 0.8574 3.8471 0.18
H 5.5523 1.0217 -4.5238 0.20
H -4.5434 2.5786 -0.1433 0.24
H 0.2581 -2.5762 4.0342 0.22
H -0.7118 3.6295 1.4728 0.23
H -2.6596 -0.0875 2.9026 0.24
H -6.2646 6.1906 2.2967 0.15
H -2.7423 -1.6079 3.8229 0.20
H 1.6365 0.4578 -6.1572 0.21
H 1.8040 -0.8268 3.2932 0.18
H -1.5994 5.8493 2.2278 0.22
H 4.1160 -5.5189 -1.0945 0.20
```

***

DFT (ωB97M-V/def2-TZVPD) results for C21H37FeN6O5PS2 as an isolated structure at a distorted geometry.

## Properties
Relative energy (zero: lowest compared OMol25 entry of this formula, charge and spin) (kcal/mol): 47.3
Charge: +1
M (g/mol): 604.52
2S+1: 2
HOMO-LUMO gap (alpha / beta) (eV): 6.69 / 7.12

XYZ file:
```
73
Properties=species:S:1:pos:R:3:lowdin_spin:R:1
Fe 0.0620 0.1119 -0.0779 0.98
S 4.6650 -0.2098 -0.0470 0.00
S 3.0447 -0.4217 -2.4906 0.00
P -2.5914 0.2987 0.0547 -0.02
O 0.3329 1.8137 -0.6500 0.03
O 0.3274 -1.8983 -0.6582 0.02
O 1.2584 3.3197 -2.0235 0.00
O 0.2888 0.1738 1.7200 0.01
O 4.1826 0.1223 3.3608 0.00
N 2.0365 -0.0611 -0.0012 -0.02
N -1.3477 -2.5593 -2.0567 0.00
N -0.1209 -4.0855 -0.8523 0.00
N -0.0627 0.1270 -2.5855 -0.01
N 0.4643 1.3827 -2.8677 0.00
N 2.4808 0.0259 1.3207 0.01
C 0.7460 2.2551 -1.8176 0.00
C -4.1418 -0.6092 -0.3871 -0.01
C -2.9206 2.0738 -0.4397 0.00
C 3.0739 -0.1983 -0.7651 0.00
C -2.5681 2.3687 -1.8953 0.00
C 1.5148 0.1553 2.1611 0.00
C 5.5647 -0.1610 -1.6183 0.00
C -4.3335 2.6000 -0.1852 0.00
C 0.6917 0.3333 4.4758 0.00
C 3.2565 0.2175 5.5053 0.00
C -0.3623 -2.8061 -1.1721 0.00
C -2.0923 -1.0307 2.4731 0.00
C 3.0800 0.1922 4.1223 0.00
C 2.1710 0.3016 6.3496 0.00
C 1.7793 0.2357 3.5972 0.00
C -4.3876 -0.6181 -1.8989 0.00
C -3.9249 0.6430 2.6180 0.00
C -4.1519 -2.0468 0.1476 0.00
C 4.7735 -0.9425 -2.6402 0.00
C -2.6054 0.3123 1.9194 0.00
C 0.8737 0.3699 5.8386 0.00
H -3.2006 -2.5528 -0.0329 0.00
H -4.3614 -2.0856 1.2130 0.00
H -1.8737 1.0920 2.1530 0.00
H -4.9342 -2.6156 -0.3581 0.00
H -4.7098 -0.0732 2.3690 0.00
H 4.8299 -2.0156 -2.4670 0.00
H -1.6697 1.8741 -2.1913 0.00
H 5.6925 0.8789 -1.9140 0.00
H -1.9412 -3.2801 -2.4277 0.00
H -4.2843 1.6416 2.3942 0.00
H 0.6227 -0.6158 -2.7191 0.00
H 5.0839 -0.7173 -3.6593 0.00
H -3.7672 0.5957 3.6969 0.00
H -2.8359 -1.8153 2.3476 0.00
H -5.0730 2.0709 -0.7891 0.00
H -2.1982 2.6139 0.1802 0.00
H -3.5982 -1.1515 -2.4301 0.00
H 6.5400 -0.6122 -1.4416 0.00
H -1.9022 -0.9339 3.5415 0.00
H 0.6321 -4.2770 -0.2138 0.00
H -0.6140 -4.8554 -1.2678 0.00
H -1.5889 -1.5998 -2.2122 0.00
H -4.9416 -0.0386 0.0884 0.00
H -4.3670 3.6510 -0.4775 0.00
H -1.1732 -1.3606 2.0094 0.00
H -3.3698 2.0705 -2.5724 0.00
H -4.6405 2.5472 0.8535 0.00
H -2.4134 3.4406 -2.0246 0.00
H 3.9046 0.0965 2.4235 0.00
H -0.8444 -0.0342 -3.2156 0.00
H 2.3294 0.3112 7.4202 0.00
H -4.4635 0.3831 -2.3155 0.00
H -5.3279 -1.1301 -2.1086 0.00
H -0.2985 0.3844 4.0469 0.00
H 0.9461 1.5450 -3.7380 0.00
H 0.0255 0.4386 6.5054 0.00
H 4.2670 0.1610 5.8870 0.00
```

***

Question: M of number 4 (C38H56N4P2STi)?
Answer: 710.78 g/mol

***

Question: The highest charge belongs to which entry?
Answer: C21H37FeN6O5PS2